This record from OMol25 describes a cluster of 13 separate species, C63H157N11O15 in total at a distorted geometry. The level of theory is the ωB97M-V functional and the def2-TZVPD basis.

Values from the calculation:
ΔE to the lowest compared entry with this formula, charge and spin = 0.00 kcal/mol
Multiplicity = 1
Maximum force = 3.31 eV Å⁻¹
E_HOMO = -7.71 eV
HOMO-LUMO gap = 8.182 eV
Total energy = -114969.9821 eV

Each line ends with the Mulliken charge.
Positions of all 246 atoms, in Å:
C  0.84014  1.38974  7.69411  -1.26
C  1.02928  -0.02155  7.27509  0.29
C  -0.23746  -0.67405  6.77161  -0.94
O  -0.77588  0.10589  5.78547  0.00
C  -1.84047  -0.48648  5.08892  -0.27
N  2.05157  -0.21395  6.18927  -0.42
H  0.06938  1.42315  8.37720  0.45
H  0.66381  2.06832  6.84768  0.04
H  1.67748  1.86387  8.20071  0.40
H  1.36933  -0.64567  8.12414  0.47
H  -0.88114  -0.62772  7.68189  0.24
H  -0.10295  -1.70107  6.45451  0.36
H  -1.61748  -1.40314  4.55438  -0.04
H  -2.14934  0.23399  4.31802  -0.22
H  -2.64197  -0.61033  5.81081  0.35
H  3.00099  -0.07999  6.63247  0.31
H  2.01069  0.59333  5.59798  0.15
C  4.22204  -2.31420  2.46112  -1.43
C  3.78245  -0.90790  2.83925  0.16
C  4.30208  0.19069  1.86249  -0.11
O  5.65041  -0.21923  1.67426  -0.36
C  6.51326  0.65324  0.93793  -0.55
N  2.31517  -0.93255  2.68126  0.23
H  5.27303  -2.58994  2.63837  0.40
H  3.96703  -2.46208  1.41843  0.18
H  3.55926  -2.95917  3.08642  0.49
H  4.07422  -0.70550  3.89833  0.43
H  4.24168  1.19235  2.26457  0.58
H  3.75680  0.06907  0.92863  -0.07
H  6.51682  0.56626  -0.12810  0.00
H  7.49018  0.34303  1.30462  0.37
H  6.21954  1.77004  1.20737  0.20
H  2.00451  0.01329  2.76199  -0.44
H  2.03021  -1.47213  3.53318  0.03
C  -0.33765  -4.29265  4.00612  -1.43
C  0.25788  -4.59178  2.61173  1.41
C  0.25522  -6.03233  2.21178  -1.41
O  0.92435  -6.16470  0.98191  0.03
C  1.02265  -7.51294  0.52988  -0.88
N  -0.39750  -3.77920  1.48462  1.19
H  -1.34880  -4.69196  4.01056  0.32
H  -0.34447  -3.24502  4.17003  -0.08
H  0.25972  -4.82267  4.72759  0.57
H  1.29397  -4.28793  2.67069  0.11
H  -0.78150  -6.32767  2.05493  0.35
H  0.75345  -6.64931  2.94784  0.39
H  1.84522  -7.91807  1.08340  0.39
H  1.37535  -7.49595  -0.49626  0.06
H  0.06199  -8.01933  0.53261  0.38
H  -0.07035  -3.92416  0.53974  -0.49
H  -0.19006  -2.82153  1.76806  -0.73
C  2.43695  -4.50845  -5.42289  -0.75
C  1.02196  -4.02572  -5.19752  0.35
C  1.03070  -2.97743  -4.11248  -0.95
O  1.61471  -3.40753  -2.83496  1.35
C  0.69488  -4.25664  -2.27978  -0.05
N  0.41676  -3.25732  -6.32196  -0.65
H  3.05719  -3.62688  -5.70945  0.07
H  2.52634  -5.10570  -6.30809  0.50
H  2.81805  -4.95467  -4.52645  -0.16
H  0.29228  -4.77881  -4.95442  0.50
H  -0.01309  -2.73662  -3.91530  0.22
H  1.51736  -2.08607  -4.54459  0.08
H  -0.31272  -3.75823  -2.10148  -0.43
H  1.00635  -4.67313  -1.33358  -0.65
H  0.52285  -5.12433  -2.88940  0.56
H  0.06373  -3.87904  -7.02437  0.24
H  1.00450  -2.55677  -6.76565  0.20
C  -4.13066  4.85175  6.18625  -1.81
C  -3.21759  4.30613  5.16642  0.31
C  -3.83777  3.38211  4.16142  0.60
O  -4.49648  2.23683  4.78795  -0.43
C  -5.03989  1.29691  3.80518  -0.49
N  -2.58825  5.44174  4.39569  -0.34
H  -4.86211  4.16765  6.47382  0.46
H  -4.67914  5.64302  5.72278  0.41
H  -3.53813  5.24862  6.97111  0.43
H  -2.42915  3.69458  5.58834  -0.06
H  -2.95351  3.16728  3.48832  -0.51
H  -4.43670  4.01477  3.50032  0.30
H  -5.94845  1.76382  3.40534  0.48
H  -5.31961  0.36014  4.25488  0.27
H  -4.34720  1.21099  2.94393  -0.05
H  -1.59636  5.40700  4.55290  0.22
H  -2.95041  6.34596  4.72403  0.24
C  4.04748  -0.85816  -3.73093  -0.51
C  5.41188  -0.18940  -3.96123  1.16
C  6.55452  -1.00218  -3.32084  -1.30
O  6.20977  -1.22097  -1.96137  -0.01
C  7.08882  -1.98494  -1.10197  -0.26
N  5.80424  -0.05439  -5.38949  -0.79
H  4.07125  -1.93292  -3.97836  -0.02
H  3.33971  -0.47333  -4.49922  0.46
H  3.59418  -0.65454  -2.76128  -0.25
H  5.33179  0.85542  -3.56836  -0.19
H  7.45612  -0.41919  -3.35528  0.47
H  6.82791  -1.95515  -3.83064  0.36
H  8.17663  -1.84933  -1.13405  0.31
H  6.90101  -3.03570  -1.42445  -0.01
H  6.68302  -1.75583  -0.07371  -0.04
H  5.77639  -0.92124  -5.92911  0.27
H  5.22421  0.58002  -5.84274  0.28
C  0.33559  -0.32341  -1.99771  0.67
C  0.85134  -0.42231  -0.55343  2.18
C  -0.14849  -0.23152  0.49743  0.69
O  -0.76815  0.96392  0.31132  0.46
C  -1.86064  1.17574  1.11011  0.75
N  1.50948  -1.69251  -0.31255  0.67
H  -0.30082  0.52314  -2.23930  -0.95
H  -0.30627  -1.21270  -2.13761  -0.63
H  1.13031  -0.34798  -2.71272  0.10
H  1.57910  0.38721  -0.47901  -1.23
H  0.39936  -0.22633  1.48379  -0.64
H  -0.94939  -1.01095  0.52870  -0.49
H  -2.72697  0.80624  0.49088  -0.51
H  -2.09838  2.21221  1.23719  -0.60
H  -1.70075  0.67186  2.07816  0.43
H  2.10414  -1.96050  -1.11192  -0.59
H  2.13760  -1.57951  0.49732  -0.40
C  4.54623  -5.38318  -0.47505  -1.32
C  5.09989  -5.38637  -1.86048  0.31
C  4.62580  -6.60636  -2.65880  -0.34
O  4.64385  -7.77950  -1.85392  -0.34
C  3.82520  -8.89809  -2.26343  -0.62
N  4.70422  -4.26511  -2.71499  -0.16
H  4.99052  -4.49287  -0.00187  0.13
H  4.98851  -6.08028  0.18346  0.62
H  3.47595  -5.40543  -0.37500  0.16
H  6.20706  -5.42156  -1.87696  0.47
H  5.27456  -6.68286  -3.58931  0.30
H  3.58100  -6.37724  -2.92484  0.02
H  4.18422  -9.39775  -3.20977  0.26
H  2.83518  -8.49388  -2.50201  0.25
H  3.80144  -9.72214  -1.46490  0.22
H  5.27800  -3.49101  -2.47569  0.01
H  3.73859  -3.92420  -2.60853  -0.18
C  0.39851  3.32057  4.05442  0.35
C  0.81701  3.84482  2.67138  0.29
O  0.47947  5.24122  2.42554  -0.63
O  0.72351  1.95514  4.13805  0.31
H  -0.72013  3.43180  4.29119  -0.54
H  0.91318  3.96865  4.77554  0.43
H  0.36931  3.31804  1.79612  -0.33
H  1.92471  3.67890  2.70453  0.27
H  -0.34609  5.25902  1.93064  0.14
H  0.14700  1.60580  4.82643  -0.35
C  -2.54084  6.89305  0.89162  -0.29
C  -1.40719  7.88873  1.26760  -0.24
O  -1.13192  8.16702  2.61436  -0.57
O  -2.15994  5.52966  1.31341  0.04
H  -2.75024  6.85023  -0.19597  0.26
H  -3.42593  7.24462  1.42430  0.30
H  -1.68239  8.93128  0.86299  0.43
H  -0.50037  7.65627  0.67245  -0.02
H  -0.54793  7.43999  2.96705  0.36
H  -2.33366  5.52605  2.29068  -0.08
C  -5.29188  -5.07753  -0.39839  -1.99
C  -4.33206  -3.87891  -0.58695  1.79
C  -5.00075  -2.73473  -1.35094  -0.56
C  -6.07790  -2.03603  -0.61374  -0.88
C  -5.53095  -1.47570  0.74239  -0.48
C  -4.76266  -2.57132  1.58345  1.46
N  -3.84385  -3.34105  0.69559  1.65
O  -3.23270  -4.27147  1.51411  -0.64
C  -3.74755  -1.91948  2.54375  -2.54
C  -5.77329  -3.38549  2.41514  -1.93
C  -3.11232  -4.30774  -1.36363  -2.12
H  -6.32119  -4.79847  -0.30312  0.34
H  -4.98972  -5.69869  0.45070  0.24
H  -5.20569  -5.66030  -1.29567  0.56
H  -4.16521  -1.96709  -1.45581  -0.50
H  -5.23010  -3.05912  -2.35959  0.49
H  -6.82918  -2.81946  -0.27949  0.40
H  -6.53181  -1.19837  -1.15383  0.51
H  -6.35996  -1.10949  1.32075  0.56
H  -4.93565  -0.59879  0.51602  -0.46
H  -3.09084  -1.34514  1.88923  0.64
H  -4.09804  -1.37328  3.44273  0.30
H  -3.18040  -2.68086  3.03567  0.66
H  -6.53573  -3.94507  1.78883  0.25
H  -5.22853  -4.13007  2.95073  0.43
H  -6.29924  -2.67401  3.05235  0.45
H  -2.45764  -3.47501  -1.61049  -0.17
H  -3.44350  -4.78878  -2.31928  0.50
H  -2.62472  -5.08448  -0.82340  0.54
H  -2.21794  -4.13539  1.41157  0.20
C  -6.24430  4.18210  -3.30148  -1.74
C  -5.31382  3.32210  -4.15531  1.82
C  -4.23865  4.18758  -4.70869  -1.24
C  -3.11945  4.44632  -3.74693  -0.64
C  -2.53680  3.16879  -3.17514  -0.39
C  -3.58013  2.32150  -2.50499  2.90
N  -4.72766  2.13478  -3.43255  -0.06
O  -5.73261  1.34684  -2.92266  -0.41
C  -3.00062  0.93391  -2.25056  -0.32
C  -4.15689  2.87878  -1.16671  -1.33
C  -6.09559  2.75073  -5.39285  -2.03
H  -5.73022  4.79763  -2.59186  0.39
H  -6.95713  3.63747  -2.67584  0.33
H  -6.89743  4.85355  -3.90509  0.40
H  -3.75904  3.72831  -5.62771  0.26
H  -4.60606  5.14635  -5.04470  0.55
H  -3.32978  5.03985  -2.84033  0.06
H  -2.35431  5.05778  -4.19483  0.37
H  -1.72438  3.34520  -2.39463  -0.38
H  -2.05285  2.60232  -4.01917  0.32
H  -3.69108  0.34928  -1.64559  -1.14
H  -2.88204  0.40492  -3.20489  0.95
H  -2.01395  1.07812  -1.78542  -0.87
H  -5.02089  2.28647  -0.86058  0.29
H  -3.38964  2.88254  -0.45935  0.18
H  -4.43839  3.92747  -1.20167  0.10
H  -6.51930  3.60148  -5.96152  0.39
H  -6.99784  2.16591  -5.09113  0.33
H  -5.43671  2.14799  -5.97405  0.49
H  -6.00184  1.81412  -2.10571  0.36
C  2.40304  6.68274  -3.11303  -2.30
C  2.10240  5.44564  -2.41285  2.92
C  1.49681  4.48363  -3.43256  -2.15
C  1.37208  3.02773  -2.94272  1.26
C  2.73430  2.46840  -2.59871  -1.03
C  3.32695  3.36668  -1.46170  1.79
N  3.38894  4.78853  -1.99351  0.03
O  4.08310  5.62951  -1.06138  -0.53
C  2.59911  3.14656  -0.09318  0.26
C  4.83213  2.96218  -1.33246  -2.06
C  1.21293  5.76076  -1.23334  -1.71
H  2.96258  7.35768  -2.46182  0.39
H  1.42069  7.07207  -3.45347  0.35
H  3.13989  6.52155  -3.95516  0.48
H  0.55832  4.92973  -3.77164  0.20
H  2.11028  4.41644  -4.31651  0.41
H  0.89976  2.46159  -3.76075  0.64
H  0.70998  2.88836  -2.08193  -1.02
H  3.35988  2.63312  -3.43743  0.58
H  2.77346  1.45076  -2.34621  -0.50
H  2.93549  2.17597  0.35714  -0.62
H  2.91796  3.98296  0.58065  0.80
H  1.53409  3.17240  -0.20159  -0.80
H  4.96843  1.91905  -1.16581  0.16
H  5.43820  3.17496  -2.20145  0.55
H  5.33114  3.49471  -0.55010  0.41
H  0.33086  6.36453  -1.56855  0.45
H  1.71086  6.32761  -0.45146  0.50
H  0.70478  4.92385  -0.80225  0.10
H  3.63811  5.46921  -0.20661  0.41